[1]
The following is a DFT calculation (ωB97M-V/def2-TZVPD) of C22H31N4O6W as an isolated structure.

## Properties
- spin multiplicity = 1
- frontier orbital gap (alpha / beta) (eV) = 5.66 / 5.60
- energy relative to the best compared isomer or geometry (same formula, charge and spin) (kJ/mol) = 59.2
- energy (eV) = -43362.166
- total charge = +3

Geometry (Å):
1 W -0.09260 -0.75240 -0.11903
2 C -0.62689 -0.78199 4.19696
3 C -0.27833 -2.05767 3.42506
4 C 1.14198 -2.56282 3.67927
5 C -0.66493 -2.00467 1.97007
6 C -1.66859 -1.13915 1.49774
7 C -2.27980 -1.36349 0.20489
8 C -1.84882 -2.40655 -0.61740
9 C -2.58264 -2.78452 -1.85528
10 C -0.57893 -2.93533 -0.31793
11 C 0.01902 -2.73937 0.98375
12 H -0.19947 -0.83048 5.19670
13 H -1.70132 -0.64939 4.32615
14 H -0.23931 0.10900 3.69675
15 H -0.96229 -2.84435 3.78108
16 H 1.89697 -1.95074 3.18289
17 H 1.27952 -3.59703 3.36401
18 H 1.34705 -2.53549 4.74803
19 H -2.15198 -0.46041 2.18434
20 H -3.19628 -0.84311 -0.03760
21 H -3.29409 -3.56801 -1.57286
22 H -1.92261 -3.19649 -2.61560
23 H -3.14894 -1.95371 -2.27045
24 H -0.11059 -3.62169 -1.01273
25 H 0.90368 -3.30463 1.23578
26 O 2.70983 -1.83665 -5.59532
27 C 2.19442 -1.53843 -4.57507
28 C 0.67508 -1.20473 -4.37231
29 O -0.16868 -0.98651 -5.17928
30 C 0.53935 -1.06499 -2.87234
31 C 1.73627 -1.18599 -2.24479
32 O 1.70469 -0.93157 -0.94745
33 C 2.87900 -1.47892 -3.16747
34 O 4.02982 -1.55927 -2.87815
35 O -0.46467 -0.70736 -2.13520
36 C -2.27190 3.18273 -1.37305
37 C -1.94184 1.75552 -0.88899
38 N -0.47798 1.58958 -0.60705
39 C -0.11950 2.50439 0.52119
40 C -0.57891 3.94988 0.24405
41 N -1.04122 4.02584 -1.18340
42 C 0.05057 3.54119 -2.09641
43 C 0.27554 2.03827 -1.81806
44 H -3.07321 3.63897 -0.79674
45 H -2.52840 3.22360 -2.42917
46 H -2.21747 1.03088 -1.65148
47 H -2.48169 1.53164 0.02881
48 H 0.95534 2.46435 0.65715
49 H -0.58769 2.12939 1.42658
50 H 0.23124 4.66614 0.35823
51 H -1.41120 4.26144 0.87118
52 H -1.26370 4.99671 -1.41109
53 H 0.93048 4.15008 -1.90203
54 H -0.28213 3.71711 -3.11660
55 H 1.33326 1.84871 -1.64389
56 H -0.05774 1.44939 -2.66617
57 N 2.48668 0.81801 2.97580
58 C 2.29259 0.17500 1.82532
59 N 3.31389 -0.40142 1.21016
60 O 1.09409 0.17653 1.35294
61 H 3.39151 0.87757 3.41676
62 H 1.69849 1.21234 3.45972
63 H 4.23903 -0.39960 1.61216
64 H 3.16697 -0.88532 0.33688

Cartesian forces (eV/Å) of the 2 atoms listed first:
1.392 0.131 -0.968
-0.022 0.046 -0.009



[2]
The following is a DFT calculation (ωB97M-V/def2-TZVPD) of C22H32AlBr2Cl3INO2P as an isolated structure.

## Properties
- spin multiplicity = 1
- frontier orbital gap (eV) = 7.42
- energy relative to the best compared isomer or geometry (same formula, charge and spin) (kJ/mol) = 0.0
- energy (eV) = -230561.320
- total charge = -1

Geometry (Å):
1 C -1.83832 3.25665 -1.80824
2 C -2.06239 2.52350 -0.47976
3 C -0.88090 2.28728 0.46076
4 I 0.16089 4.18502 0.65167
5 C 0.00807 0.99433 0.13750
6 C 1.47386 1.35694 -0.16202
7 Cl 2.47379 1.43617 1.25512
8 C 2.10095 1.62066 -1.31309
9 C 3.57354 1.93241 -1.41078
10 Cl 1.31295 1.65818 -2.86271
11 O -0.52288 0.36945 -0.97874
12 Al -1.64896 -0.97079 -0.66271
13 C -1.13399 -2.55049 -1.78889
14 C 0.34158 -2.74893 -1.84299
15 C 1.16409 -1.85863 -2.55078
16 C 2.54888 -1.97034 -2.52930
17 C 3.19441 -2.97941 -1.80381
18 C 4.69563 -3.08682 -1.76843
19 C 2.38152 -3.88635 -1.12258
20 C 0.99375 -3.77896 -1.14959
21 C -3.64322 -0.59454 -0.88956
22 Br -4.55304 -2.28458 -1.28985
23 C -4.24090 0.18729 0.29493
24 C -5.21844 1.29501 -0.10491
25 Br -5.09043 -0.87503 1.68573
26 O -1.23523 -0.89581 1.05357
27 C -0.11646 -0.07466 1.36825
28 C -0.37714 0.39828 2.82068
29 C 0.16109 1.69385 3.45007
30 C 0.76554 1.55354 4.83392
31 Cl 2.39023 0.82869 4.87473
32 P 1.22784 -1.40062 1.38361
33 N 2.26135 -1.50121 2.57080
34 H -0.79248 3.29160 -2.09148
35 H -2.39002 2.76071 -2.60984
36 H -2.20066 4.28575 -1.75083
37 H -2.80507 3.07966 0.10366
38 H -2.50784 1.55933 -0.70269
39 H -1.28126 2.17637 1.46232
40 H 3.86602 2.66277 -0.65581
41 H 3.80668 2.33221 -2.39584
42 H 4.16301 1.02334 -1.25947
43 H -1.51075 -2.30892 -2.79062
44 H -1.64317 -3.45558 -1.45507
45 H 0.69827 -1.04297 -3.08774
46 H 3.14731 -1.24293 -3.07094
47 H 5.15776 -2.10916 -1.92032
48 H 5.06888 -3.75454 -2.54832
49 H 5.03350 -3.46085 -0.80079
50 H 2.84340 -4.68349 -0.54861
51 H 0.38975 -4.48886 -0.59299
52 H -3.87360 -0.01557 -1.78411
53 H -3.40701 0.61687 0.84757
54 H -4.91616 1.72920 -1.06176
55 H -5.24104 2.09186 0.63898
56 H -6.22682 0.89587 -0.22055
57 H -1.47073 0.41821 2.86706
58 H -0.07063 -0.43039 3.46871
59 H 0.84884 2.24427 2.81912
60 H -0.69178 2.36622 3.61681
61 H 0.86171 2.53792 5.29300
62 H 0.12091 0.94711 5.47113
63 H 1.78227 -1.24661 0.09859
64 H 0.42552 -2.53484 1.25214
65 H 2.14753 -2.36463 3.08611

Cartesian forces (eV/Å) of the 2 atoms listed first:
-0.119 0.017 0.041
-0.218 0.226 0.005



[3]
The following is a DFT calculation (ωB97M-V/def2-TZVPD) of C22H32AsBrInN2O2Si2 as an isolated structure.

## Properties
- spin multiplicity = 1
- frontier orbital gap (eV) = 6.87
- energy (eV) = -182213.978
- total charge = +1

Geometry (Å):
1 In 0.45970 -0.29118 -0.66766
2 O 4.31337 -1.55557 2.78300
3 C 4.72291 -2.19606 1.64648
4 C 5.94537 -2.85137 1.69623
5 C 6.41282 -3.51242 0.57466
6 C 5.67129 -3.53022 -0.60096
7 C 4.45617 -2.87073 -0.64843
8 C 3.97320 -2.19671 0.46906
9 C 2.67670 -1.43581 0.40592
10 O 2.11534 -1.41764 -0.87068
11 N 1.73181 -2.03860 1.40457
12 N 0.43479 -1.81136 1.05727
13 C -0.54376 -2.44198 1.56380
14 C -1.89259 -2.27679 1.01041
15 Br -1.93905 -1.77947 -0.84782
16 C -3.01296 -2.48227 1.69951
17 C -4.41775 -2.38448 1.28133
18 C -5.31075 -1.73952 2.13676
19 C -6.64372 -1.60912 1.78541
20 C -7.10124 -2.15144 0.59241
21 C -6.22627 -2.83069 -0.24381
22 C -4.88816 -2.94682 0.09586
23 H 3.38486 -1.30349 2.71670
24 H 6.51207 -2.83254 2.61714
25 H 7.36688 -4.02108 0.61942
26 H 6.04348 -4.04780 -1.47406
27 H 3.86662 -2.85049 -1.55439
28 H 2.85294 -0.40296 0.75961
29 H 1.92650 -3.01763 1.59004
30 H -0.41344 -3.14512 2.38439
31 H -2.84552 -2.72160 2.74801
32 H -4.95725 -1.33103 3.07588
33 H -7.32814 -1.09721 2.44813
34 H -8.14529 -2.06207 0.32368
35 H -6.58955 -3.28254 -1.15695
36 H -4.22330 -3.51211 -0.54371
37 C 1.33500 2.53517 -3.33423
38 Si 1.95406 2.84189 -1.60428
39 C 3.52249 1.88676 -1.29383
40 C 2.17186 4.65945 -1.26522
41 As 0.45125 2.09781 0.09910
42 Si -1.71899 2.98967 -0.34616
43 C -2.99529 1.66562 -0.04011
44 C -1.83910 4.33171 0.93984
45 C -1.90216 3.70043 -2.05600
46 H 2.04791 2.96888 -4.04189
47 H 0.35983 2.98202 -3.52618
48 H 1.27342 1.46640 -3.55489
49 H 4.33088 2.32463 -1.88625
50 H 3.43921 0.83419 -1.57901
51 H 3.82742 1.92644 -0.24616
52 H 2.97254 5.05700 -1.89433
53 H 2.44435 4.84421 -0.22491
54 H 1.26568 5.22707 -1.48554
55 H -2.80456 1.10527 0.87803
56 H -3.05124 0.96238 -0.87149
57 H -3.97869 2.13411 0.05836
58 H -1.85191 3.91733 1.94921
59 H -2.75560 4.90996 0.79737
60 H -0.99899 5.02668 0.87664
61 H -1.92102 2.93101 -2.82936
62 H -1.11272 4.41310 -2.29892
63 H -2.85370 4.23874 -2.09700

Cartesian forces (eV/Å) of the 2 atoms listed first:
-0.055 0.342 0.259
0.025 0.010 -0.052



> Among the records above, which one has the highest total charge?

C22H31N4O6W



> Number 3 is which compound?

C22H32AsBrInN2O2Si2



> energy of number 1 (C22H31N4O6W)?

-43362.166 eV